Density functional theory data (ωB97M-V/def2-TZVPD) for a molecular structure, C27H47NNiOP3.

strongest force on any atom: 0.9 eV/A
calculated total energy: -101205.8244 eV
HOMO energy (spin up / spin down): -9.6 / -9.5 eV
HOMO-LUMO gap (spin up / spin down): 7.42 / 6.44 eV
2S+1: 3
total charge: +1

Atoms and positions in Å:
1 Ni -0.04 0.28 0.29
2 C -2.93 -2.59 1.51
3 C -1.55 -3.05 1.04
4 C -1.58 -3.26 -0.48
5 P -0.18 -1.88 1.48
6 C 0.26 -2.22 3.26
7 C -0.80 -1.77 4.27
8 C 1.63 -1.63 3.63
9 C 1.23 -2.63 0.62
10 C 1.94 -3.73 1.10
11 C 3.05 -4.21 0.42
12 C 3.46 -3.56 -0.74
13 C 2.74 -2.50 -1.25
14 C 1.58 -2.03 -0.60
15 N 0.77 -0.98 -1.07
16 C 0.71 -0.74 -2.46
17 C 0.79 -1.77 -3.42
18 C 0.75 -1.49 -4.77
19 C 0.61 -0.18 -5.22
20 C 0.47 0.83 -4.29
21 C 0.49 0.56 -2.92
22 P 0.04 1.79 -1.67
23 C 1.24 3.18 -1.89
24 C 2.67 2.66 -2.07
25 C 1.18 4.18 -0.72
26 C -1.55 2.38 -2.43
27 C -2.57 1.23 -2.39
28 C -2.17 3.64 -1.83
29 H -3.67 -3.35 1.25
30 H -3.22 -1.67 1.00
31 H -3.00 -2.43 2.59
32 H -1.27 -3.99 1.52
33 H -1.73 -2.31 -1.01
34 H -2.42 -3.91 -0.74
35 H -0.67 -3.72 -0.86
36 H 0.32 -3.31 3.33
37 H -1.02 -0.70 4.19
38 H -0.42 -1.93 5.28
39 H -1.73 -2.32 4.18
40 H 1.67 -0.55 3.44
41 H 2.45 -2.09 3.07
42 H 1.82 -1.79 4.69
43 H 1.64 -4.21 2.03
44 H 3.59 -5.06 0.81
45 H 4.34 -3.90 -1.26
46 H 3.06 -2.02 -2.17
47 H 0.90 -2.80 -3.08
48 H 0.81 -2.30 -5.48
49 H 0.61 0.05 -6.28
50 H 0.32 1.85 -4.63
51 H 0.93 3.69 -2.81
52 H 3.05 2.23 -1.14
53 H 3.33 3.50 -2.32
54 H 2.75 1.91 -2.85
55 H 1.28 3.67 0.25
56 H 0.26 4.76 -0.68
57 H 2.01 4.89 -0.79
58 H -1.30 2.59 -3.47
59 H -2.73 0.89 -1.36
60 H -2.26 0.37 -2.98
61 H -3.53 1.58 -2.77
62 H -2.51 3.47 -0.82
63 H -3.04 3.93 -2.42
64 H -1.49 4.49 -1.83
65 O 2.01 0.81 1.07
66 H 2.26 1.71 0.83
67 H 2.65 0.24 0.63
68 C -1.63 3.36 1.71
69 P -1.10 1.63 1.94
70 C -2.59 0.95 2.73
71 C 0.07 1.87 3.32
72 H -1.71 3.84 2.69
73 H -2.61 3.40 1.24
74 H -0.92 3.92 1.10
75 H -2.84 1.51 3.62
76 H -2.46 -0.10 2.99
77 H -3.43 1.01 2.02
78 H -0.46 2.20 4.21
79 H 0.78 2.65 3.04
80 H 0.63 0.97 3.54

***

Density functional theory data (ωB97M-V/def2-TZVPD) for C2H5N5 in the gas phase in a non-equilibrium geometry.

ΔE to the lowest compared entry with this formula, charge and spin: 62.70 kcal per mole
strongest force on any atom: 2.8 eV/A
calculated total energy: -9603.3025 eV
HOMO energy: -8.7 eV
HOMO-LUMO gap: 9.50 eV

Atoms and positions in Å:
1 N -1.15 0.81 -2.15
2 N -0.99 1.05 -0.79
3 C -0.15 0.20 -0.05
4 C 1.11 -0.34 -0.27
5 N 1.37 -0.96 0.93
6 N 0.39 -0.77 1.80
7 N -0.51 -0.06 1.24
8 H -0.36 1.25 -2.60
9 H -1.24 -0.23 -2.52
10 H -1.89 1.01 -0.30
11 H 1.84 -0.29 -1.11
12 H 2.21 -1.46 1.28

***

Density functional theory data (ωB97M-V/def2-TZVPD) for a molecular structure, CoN6O18 in a non-equilibrium geometry.

strongest force on any atom: 10.4 eV/A
calculated total energy: -83392.6733 eV
HOMO energy (spin up / spin down): 3.2 / 3.2 eV
HOMO-LUMO gap (spin up / spin down): 6.68 / 6.65 eV
2S+1: 4
total charge: -4

Atoms and positions in Å:
1 Co -0.12 0.32 0.04
2 N -1.04 -1.28 2.99
3 O -0.09 -1.75 3.50
4 O -0.67 -0.47 2.06
5 O -2.19 -1.27 3.48
6 N 0.42 3.60 0.46
7 O 1.72 3.98 0.44
8 O 0.10 2.48 0.04
9 O -0.23 4.43 0.91
10 N 0.29 -2.92 -0.54
11 O 0.46 -3.81 0.33
12 O -0.38 -1.84 -0.44
13 O 0.57 -3.11 -1.61
14 N -2.96 1.26 0.59
15 O -3.31 0.47 1.50
16 O -2.28 0.91 -0.45
17 O -3.41 2.33 0.67
18 N 2.86 -0.91 -0.05
19 O 3.39 -1.75 0.66
20 O 3.01 -1.20 -1.27
21 O 1.95 -0.12 0.24
22 N 0.47 0.15 -3.38
23 O 0.18 0.47 -2.21
24 O 0.34 -1.04 -3.85
25 O 0.91 1.08 -4.11

***

Density functional theory data (ωB97M-V/def2-TZVPD) for 2 unconnected molecules or ions with the total composition C6H15N3 in a non-equilibrium geometry.

ΔE to the lowest compared entry with this formula, charge and spin: 59.86 kcal per mole
strongest force on any atom: 2.6 eV/A
calculated total energy: -10933.3140 eV
HOMO energy: -7.6 eV
HOMO-LUMO gap: 8.71 eV

Atoms and positions in Å:
1 C 0.64 1.36 -0.45
2 C 1.54 0.96 0.70
3 C 1.24 -1.76 -0.86
4 N 2.21 -2.27 -1.63
5 N 0.00 -1.91 -1.29
6 H 3.17 -2.15 -1.38
7 H 2.03 -2.83 -2.47
8 H -0.19 -2.46 -2.12
9 H 1.11 1.16 -1.42
10 H 0.41 2.43 -0.39
11 H 2.40 1.62 0.74
12 H 1.88 -0.07 0.58
13 H 1.03 1.00 1.65
14 C -1.33 -0.39 1.68
15 C -1.54 0.74 0.71
16 N -0.78 0.65 -0.48
17 C -2.46 1.68 0.89
18 H -1.27 1.10 -1.24
19 H -0.66 -1.07 -0.97
20 H -0.41 -0.93 1.45
21 H -1.28 -0.02 2.70
22 H -2.16 -1.10 1.61
23 H -3.01 1.76 1.81
24 H -2.57 2.51 0.20

***

Repeat the second record exactly.
Density functional theory data (ωB97M-V/def2-TZVPD) for C2H5N5 in the gas phase in a non-equilibrium geometry.

ΔE to the lowest compared entry with this formula, charge and spin: 62.70 kcal per mole
strongest force on any atom: 2.8 eV/A
calculated total energy: -9603.3025 eV
HOMO energy: -8.7 eV
HOMO-LUMO gap: 9.50 eV

Atoms and positions in Å:
1 N -1.15 0.81 -2.15
2 N -0.99 1.05 -0.79
3 C -0.15 0.20 -0.05
4 C 1.11 -0.34 -0.27
5 N 1.37 -0.96 0.93
6 N 0.39 -0.77 1.80
7 N -0.51 -0.06 1.24
8 H -0.36 1.25 -2.60
9 H -1.24 -0.23 -2.52
10 H -1.89 1.01 -0.30
11 H 1.84 -0.29 -1.11
12 H 2.21 -1.46 1.28

***

Question: What is the calculated total energy in the second record?
Answer: -9603.3025 eV

***

Question: Look up the calculated total energy of the first one.
Answer: -101205.8244 eV

***

Question: The highest calculated total energy belongs to which entry?
Answer: C2H5N5